## w
The following is a quantum chemistry calculation of a molecular structure, C31H29N8NaOS2, from the OMol25 dataset.

Geometry as ORCA input:
```
! wB97M-V def2-TZVPD RIJCOSX def2/J DEFGRID3
* xyz 0 1
C -3.8917 -4.0608 0.3405
H 2.9259 2.8365 -0.8377
H 2.5617 1.2558 0.9063
S -0.2638 -1.8249 -4.6382
C -0.2593 1.3860 -1.6798
H 4.4822 -0.6563 0.6703
C -1.7940 -1.2435 4.4780
C -2.3586 0.5455 -1.3410
H -2.7962 -3.6266 2.1344
C 3.5464 -0.5598 -4.6897
C 1.3181 2.9389 0.4646
H -1.0688 -1.8043 6.4189
C 2.4715 -1.3990 -4.7431
C 2.5849 -1.3566 0.3774
N 1.0611 0.4605 -4.5500
N -1.0474 0.3423 -1.4510
H -2.9714 -0.3304 -1.1598
N 1.6001 -1.8268 1.1217
C 1.5140 3.7066 -1.9308
Na 0.1646 -1.8194 -1.7706
C -0.4917 2.2024 4.3091
C -2.1062 2.8898 -1.7248
H 3.7071 -1.3302 2.0712
C 0.2786 3.7438 0.9175
H 0.1188 0.8198 -4.4703
C -2.9270 1.8021 -1.4767
H -2.5176 3.8871 -1.8274
H -0.0767 4.5719 0.3216
C -0.9608 -1.9300 5.3489
C -0.7379 2.6866 -1.8258
H 2.5920 -2.4689 -4.8169
H 4.2178 1.5090 -4.4995
H -4.7015 -4.3502 -1.6413
C 2.1124 1.3175 -4.4933
N -1.7544 -2.8887 -0.9674
S 2.6329 -0.8702 -1.2840
N 1.9588 3.1170 -0.7866
C -0.6817 -2.2640 2.5912
C -0.5692 -2.4443 1.1157
N 0.4934 -2.2007 0.4360
H -0.1304 4.3837 -2.8451
H 0.6672 -3.3181 5.5158
C 0.1550 2.4643 2.9771
H -3.9976 1.9277 -1.3882
H 1.5610 0.8531 3.1153
H -1.4992 1.8045 4.1795
H -1.0927 4.1405 2.4985
C 0.0135 -2.7798 4.8411
H -4.7196 -4.5258 0.8605
H 0.0750 1.4710 4.8845
H 0.8006 1.1614 -1.7381
H -2.3057 -0.8736 2.4280
H -2.7315 -3.2850 -2.7233
C 0.1556 -2.9438 3.4717
C -1.7554 -2.9670 0.3733
C -1.6529 -1.4107 3.1074
H 1.8746 2.3655 -4.3770
C -0.2869 3.4989 2.1587
C 3.3782 0.8344 -4.5606
C 1.1488 -0.8964 -4.6562
C 1.1997 1.6755 2.5095
O 2.2681 4.1260 -2.7924
H -2.5561 -0.5784 4.8651
H -0.5686 3.1167 4.8999
H 4.5451 -0.9749 -4.7290
N 3.7542 -1.2176 1.0718
C -3.8869 -3.9696 -1.0411
H 0.9234 -3.5930 3.0744
C 1.7765 1.9058 1.2718
C -2.8199 -3.5568 1.0568
N 0.1291 3.7750 -2.0841
C -2.7883 -3.3771 -1.6434
*
```

Values from the calculation:
**Molecular weight**: 616.75 u
**HOMO level**: -7.214 eV
**Frontier orbital gap**: 7.49 eV

***

## x
The following is a quantum chemistry calculation of a molecular structure, C31H29N8NaOS2, from the OMol25 dataset.

Geometry as ORCA input:
```
! wB97M-V def2-TZVPD RIJCOSX def2/J DEFGRID3
* xyz 0 1
H -1.4154 -5.2496 3.6190
C 5.8380 2.1423 1.0534
C -0.3785 -1.4433 -2.7174
H -1.0112 2.1436 -3.4839
H -4.0270 1.8070 -6.3351
C 3.4263 1.6195 1.4629
H -0.2463 -0.8347 2.1703
C 7.3383 2.6203 2.8734
H 0.2748 -1.7237 -3.5326
H 3.4406 -2.5598 3.4930
C -1.7560 -1.5133 -2.8471
C -3.5956 -2.2049 2.1123
C 4.7846 1.9797 1.9509
N -4.8222 -1.2974 0.2479
H 4.5881 -0.5242 2.6578
Na 0.6236 1.7485 -0.1325
H 8.3298 2.8710 3.2292
H -2.2112 -1.8611 -3.7682
H 7.9212 2.5742 0.8086
N -3.9568 -1.1507 -1.9583
H 5.6508 2.0305 -0.0065
C -1.9288 -0.6928 -0.6182
H 4.0051 5.4583 -0.9167
N -1.9992 2.1162 -3.7110
C -4.6445 2.0878 -4.2556
H 1.2266 -0.9299 -1.3787
C 7.1080 2.4542 1.5138
H -0.3710 -5.0908 2.2059
C 0.8280 -0.7935 2.3103
H -2.4807 -5.2378 0.0344
N -0.6098 -0.6382 -0.4841
S 1.8914 2.9072 -2.1938
O -6.0059 -0.3626 -1.4337
C -2.3927 1.9633 -4.9990
C 0.1520 -1.0045 -1.5164
N 1.4311 0.3055 1.8642
H -3.8968 -1.3380 2.6899
H -4.2654 -0.9374 -2.8942
H 3.2255 5.2383 -2.4422
C -2.5595 -1.1300 -1.7814
C 1.4950 -1.8486 2.9117
C -2.7877 -4.3828 0.6269
C -2.7759 -3.1694 2.6770
C 6.2930 2.4671 3.7724
C 2.8709 -1.7574 3.0413
C -4.2303 2.2621 -2.9690
C 3.5146 -0.6231 2.5790
H 0.9444 -2.7121 3.2603
C 2.7641 0.3979 1.9951
H -1.6561 -6.2926 2.2159
H -1.5964 1.8711 -5.7232
S -2.1963 2.3930 -1.1137
C -1.3977 -5.2804 2.5291
H 6.4637 2.5999 4.8335
H -5.7057 2.0581 -4.4697
N 3.2980 3.4420 0.1286
C 5.0243 2.1422 3.3121
C -3.7124 1.9348 -5.3108
C 2.8617 3.7946 -1.0646
N 3.2669 5.0400 -1.4599
H -3.9659 -3.5567 -0.9642
N 2.7662 2.2813 0.5871
H -2.4571 -3.0553 3.7071
C -4.0151 -2.3256 0.7926
H -5.5465 -0.9227 0.8393
C -3.6240 -3.4365 0.0559
C -2.3399 -4.2656 1.9390
H -2.5108 -0.3448 0.2215
H -4.9355 2.3627 -2.1578
H 4.2100 2.0183 4.0173
C -2.8450 2.2688 -2.6416
C -4.9837 -0.9099 -1.0585
*
```

Values from the calculation:
**Molecular weight**: 616.75 u
**HOMO level**: -6.930 eV
**Frontier orbital gap**: 6.96 eV

***

w (0.0236 hartree below the next structure)

***

## w
The following is a quantum chemistry calculation of a single C2H3IOS2 molecule, from the OMol25 dataset.

Geometry as ORCA input:
```
! wB97M-V def2-TZVPD RIJCOSX def2/J DEFGRID3
* xyz 0 1
O -0.3340 -1.1748 -0.9696
S -0.3051 1.0021 0.4622
C 1.0795 0.9595 -0.4249
C -0.9219 -0.6148 -0.0259
H -3.0091 -2.0456 0.8261
H 1.4751 1.8925 -0.8034
S -2.1712 -1.0809 1.1646
I 3.0194 0.8443 0.9053
H 1.1674 0.2177 -1.1343
*
```

Values from the calculation:
**Molecular weight**: 234.08 u
**HOMO level**: -9.261 eV
**SMILES**: O=C(S)SCI
**Frontier orbital gap**: 8.71 eV

***

## x
The following is a quantum chemistry calculation of a molecular structure, C2H3IOS2, from the OMol25 dataset.

Geometry as ORCA input:
```
! wB97M-V def2-TZVPD RIJCOSX def2/J DEFGRID3
* xyz 0 1
C 1.0851 -0.7853 1.1833
H 0.6622 -0.8346 2.1895
H 1.9869 -0.2857 0.7227
S -2.1227 1.6459 -1.2728
O 0.0822 0.5035 -2.3880
S -0.3160 0.2771 0.3588
H -1.9469 1.5418 0.1137
I 1.1761 -2.8460 0.5532
C -0.6069 0.7833 -1.4604
*
```

Values from the calculation:
**Molecular weight**: 234.08 u
**HOMO level**: -9.411 eV
**Frontier orbital gap**: 9.36 eV

***

w (0.0147 hartree below the next structure)

***

## w
The following is a quantum chemistry calculation of a gas-phase ion, C4H7N2S2 (charge +1), from the OMol25 dataset.

Geometry as ORCA input:
```
! wB97M-V def2-TZVPD RIJCOSX def2/J DEFGRID3
* xyz 1 1
C 0.4632 -1.0833 -0.3797
H 1.3955 1.6243 1.4469
C -1.6781 -0.5734 -0.0804
S -5.7123 0.0973 0.0048
H 2.2652 0.6146 0.1278
C 1.3665 1.1944 0.3364
S -3.7913 0.0270 0.4100
H -1.0031 -2.5111 -0.5793
H 1.3735 -1.7806 -0.5674
H 1.4329 2.1403 -0.3700
H -3.5578 -1.0533 1.0583
H -1.2968 1.4492 0.5389
N -0.9144 0.4352 0.3016
N -0.8713 -1.5146 -0.5427
C 0.4031 0.1933 0.0708
*
```

Values from the calculation:
**Molecular weight**: 147.25 u
**HOMO level (alpha / beta)**: -13.293 / -13.420 eV
**Frontier orbital gap (alpha / beta)**: 7.11 / 7.12 eV

***

## x
The following is a quantum chemistry calculation of a gas-phase ion, C4H7N2S2 (charge +1), from the OMol25 dataset.

Geometry as ORCA input:
```
! wB97M-V def2-TZVPD RIJCOSX def2/J DEFGRID3
* xyz 1 1
H -1.7657 -0.2862 0.5251
C 1.8009 -2.0417 -1.3000
H 0.3752 0.8325 2.9051
S -1.2142 1.5307 1.7460
C 0.8971 0.2581 -0.0852
N -0.2212 0.4532 2.1955
H 0.8974 -2.6422 -1.2128
N 0.1713 1.0703 -0.6060
C -2.0364 0.7325 0.3385
H 2.7219 -2.6010 -1.4862
H -1.2518 2.5396 -0.8341
S 2.0210 -0.8378 0.0970
C -0.9780 1.6323 -0.3145
H -3.0768 0.7406 0.2198
H 1.6593 -1.3810 -2.1883
*
```

Values from the calculation:
**Molecular weight**: 147.25 u
**HOMO level (alpha / beta)**: -13.331 / -13.332 eV
**Frontier orbital gap (alpha / beta)**: 8.59 / 8.59 eV

***

w (0.0186 hartree below the next structure)

***

## w
The following is a quantum chemistry calculation of a single C2H6N4O molecule, from the OMol25 dataset.

Geometry as ORCA input:
```
! wB97M-V def2-TZVPD RIJCOSX def2/J DEFGRID3
* xyz 0 1
H -1.9533 -0.6128 -0.2026
H -0.0155 -1.2740 0.0828
N 2.0611 0.6462 -0.6327
C -2.2143 0.3751 -0.2091
O -1.1369 1.0754 0.4336
H -2.5733 0.6110 -1.1219
H 2.7243 -0.4452 0.9990
N 1.0142 1.2936 -0.4920
N 0.6318 -0.7094 0.5934
H 2.3383 -1.4566 -0.3550
C 1.9905 -0.6096 0.1436
H -3.0006 0.4901 0.5083
N 0.1336 0.6161 0.2525
*
```

Values from the calculation:
**Molecular weight**: 102.10 u
**HOMO level**: -8.294 eV
**SMILES**: CON1N=NCN1
**Frontier orbital gap**: 9.06 eV

***

## x
The following is a quantum chemistry calculation of a single C2H6N4O molecule, from the OMol25 dataset.

Geometry as ORCA input:
```
! wB97M-V def2-TZVPD RIJCOSX def2/J DEFGRID3
* xyz 0 1
N 1.0442 -0.5119 -1.8261
H 1.8715 -0.3439 -1.1555
H 0.0317 1.6921 3.0616
O -0.4486 -0.2421 0.1212
C 0.5676 -0.4144 1.0235
H -2.1678 -0.3690 -1.6159
H 1.0081 -1.3934 1.0540
N 0.8928 0.4279 1.8865
H -1.0547 -0.8518 -2.9479
N 0.2954 1.6763 2.0446
C -0.1383 -0.5459 -1.2275
H -0.5927 1.6655 1.4900
N -1.3092 -0.7893 -1.9086
*
```

Values from the calculation:
**Molecular weight**: 102.10 u
**HOMO level**: -9.446 eV
**SMILES**: [H]/N=C(/N)O/C=N\N
**Frontier orbital gap**: 10.16 eV

***

## y
The following is a quantum chemistry calculation of 2 unconnected molecules or ions with the total composition C2H6N4O, from the OMol25 dataset.

Geometry as ORCA input:
```
! wB97M-V def2-TZVPD RIJCOSX def2/J DEFGRID3
* xyz 0 1
H -1.1782 2.8259 0.9880
C 0.6350 -1.0041 -0.3503
O 0.7039 0.3348 -0.1152
N -1.3921 0.6885 -0.9246
H 1.8582 -2.7332 -0.4500
N -0.4921 1.9019 1.0126
N -0.4454 -1.7157 -0.7879
H 2.0709 -1.7098 0.9560
H -1.2147 -0.9320 -1.2738
C -0.4961 0.9527 -0.0743
H 0.3822 1.9838 1.4017
N 2.0837 -1.6318 -0.2216
H -2.5152 1.0392 -0.1606
*
```

Values from the calculation:
**Molecular weight**: 102.10 u
**HOMO level**: -9.026 eV
**Frontier orbital gap**: 9.34 eV

***

x (0.1052 hartree below the next structure)

***

## w
The following is a quantum chemistry calculation of a single CH4O4 molecule, from the OMol25 dataset.

Geometry as ORCA input:
```
! wB97M-V def2-TZVPD RIJCOSX def2/J DEFGRID3
* xyz 0 1
O 0.5974 -0.8500 -0.8473
H -0.9633 -1.3814 0.8603
O -1.0086 -0.4693 0.8522
H 1.3487 -1.0611 -0.2798
H -1.5086 0.6948 -0.9149
O -0.5952 1.0739 -0.7936
O 0.9257 0.6013 0.8169
H 1.2514 1.3475 0.2906
C -0.0475 0.0443 0.0156
*
```

Values from the calculation:
**Molecular weight**: 80.04 u
**HOMO level**: -11.416 eV
**SMILES**: OC(O)(O)O
**Frontier orbital gap**: 11.95 eV

***

## x
The following is a quantum chemistry calculation of a single CH4O4 molecule, from the OMol25 dataset.

Geometry as ORCA input:
```
! wB97M-V def2-TZVPD RIJCOSX def2/J DEFGRID3
* xyz 0 1
H -0.7331 0.2901 1.4042
O 1.7733 0.2470 -0.5741
O 0.9801 0.1866 0.5991
H -0.9548 -1.7889 0.1382
H -1.4703 0.9586 -0.9700
C -0.4465 0.1413 0.3840
O -0.8911 -0.9435 -0.2960
O -0.8045 1.2582 -0.3375
H 2.5468 -0.3494 -0.3480
*
```

Values from the calculation:
**Molecular weight**: 80.04 u
**HOMO level**: -9.938 eV
**SMILES**: OOC(O)O
**Frontier orbital gap**: 10.50 eV

***

w (0.1154 hartree below the next structure)

***

## w
The following is a quantum chemistry calculation of 2 unconnected molecules or ions with the total composition C5H6N2S, from the OMol25 dataset.

Geometry as ORCA input:
```
! wB97M-V def2-TZVPD RIJCOSX def2/J DEFGRID3
* xyz 0 1
H 4.9967 -0.5753 0.8469
S 2.8371 -1.2667 -0.0699
C 4.0773 -0.1879 0.4549
C -0.4693 -0.1177 -1.1342
H -2.8342 -1.4700 0.3854
C 3.6978 1.1075 0.2789
N 0.7487 0.0452 -1.1574
H -1.0243 -0.2090 -2.0533
H -2.7827 0.2473 1.0609
N 2.4852 1.3045 -0.2612
C 1.8735 0.1798 -0.4963
H 4.2938 1.9646 0.5339
C -2.9855 -0.4213 0.2533
H -3.4910 -0.0620 -0.6155
*
```

Values from the calculation:
**Molecular weight**: 126.18 u
**HOMO level (alpha / beta)**: -7.559 / -8.343 eV
**Frontier orbital gap (alpha / beta)**: 7.89 / 7.66 eV

***

## x
The following is a quantum chemistry calculation of a single C5H6N2S molecule, from the OMol25 dataset.

Geometry as ORCA input:
```
! wB97M-V def2-TZVPD RIJCOSX def2/J DEFGRID3
* xyz 0 1
N 0.9491 2.5337 0.5520
H -0.1951 0.7217 1.2679
H -0.9578 0.2440 -1.2679
C 1.0010 -0.8525 -0.4035
C 1.3125 1.5837 0.0002
H -1.5350 -0.6563 1.6711
H -0.5395 -2.1934 0.6478
S -3.1647 0.7784 -0.3302
H 2.3867 0.4260 -1.7162
C -1.5767 0.3568 -0.2358
H 1.6950 -1.7326 -0.8623
C 1.6372 0.3087 -0.6830
N -0.1000 -1.2433 0.4215
C -0.9127 -0.2749 0.9383
*
```

Values from the calculation:
**Molecular weight**: 126.18 u
**HOMO level**: -8.488 eV
**SMILES**: N#C/C=C\NCC=S
**Frontier orbital gap**: 8.26 eV

***

## y
The following is a quantum chemistry calculation of a molecular structure, C5H6N2S, from the OMol25 dataset.

Geometry as ORCA input:
```
! wB97M-V def2-TZVPD RIJCOSX def2/J DEFGRID3
* xyz 0 1
H 1.1202 -2.0913 0.0953
H -1.6803 -0.1918 -2.3962
H -0.2299 1.1767 -2.1937
C -0.4880 0.1594 -1.8356
C 0.3533 0.0101 0.3839
C 0.1984 0.6012 1.5624
C 1.1953 -1.0372 -0.2523
C -0.9434 1.4027 1.3814
N -1.4321 1.3144 0.1669
H -1.4200 1.9386 2.1461
S 0.6932 -1.1349 -2.0311
H 0.7466 0.3323 2.4324
H 2.2904 -0.7345 -0.0321
N -0.6122 0.4214 -0.4085
*
```

Values from the calculation:
**Molecular weight**: 126.18 u
**HOMO level**: -9.034 eV
**Frontier orbital gap**: 9.80 eV

***

y (0.0888 hartree below the next structure)

***

## w
The following is a quantum chemistry calculation of a single C4H5N3O2 molecule, from the OMol25 dataset.

Geometry as ORCA input:
```
! wB97M-V def2-TZVPD RIJCOSX def2/J DEFGRID3
* xyz 0 1
C -0.5983 0.1183 1.7757
C 0.2974 0.0045 -0.3146
H -1.5736 -0.9095 -2.2370
H -0.8963 0.4184 -3.2247
H -1.3946 0.1359 2.3937
N 1.7665 -0.1249 1.4969
N 1.6509 -0.1579 0.2090
H -1.6733 0.8104 -1.7413
C 0.6811 0.0085 2.3040
N -0.7424 0.0613 0.4608
O 2.6147 -0.4835 -0.4967
C -1.1342 0.1684 -2.2803
H 0.8632 -0.0130 3.2813
O 0.1390 -0.0369 -1.6267
*
```

Values from the calculation:
**Molecular weight**: 127.10 u
**HOMO level (alpha / beta)**: -8.684 / -8.686 eV
**SMILES**: COc1nccn[n+]1[O-]
**Frontier orbital gap (alpha / beta)**: 8.74 / 8.74 eV

***

## x
The following is a quantum chemistry calculation of a molecular structure, C4H5N3O2, from the OMol25 dataset.

Geometry as ORCA input:
```
! wB97M-V def2-TZVPD RIJCOSX def2/J DEFGRID3
* xyz 0 1
N -1.4399 -1.1436 0.7625
N 0.7214 0.5454 -0.1121
O 1.7023 -1.6889 0.0015
C -0.6380 -1.3032 -0.4509
H 2.7502 0.9845 -0.3901
H -0.9749 -2.2240 -1.0826
H 1.4205 2.3938 0.4215
C -1.5959 -0.1083 -0.2530
H -2.0510 -1.8941 0.6908
C -0.6253 1.0154 -0.0939
N 1.9358 1.1845 0.1818
O -1.0182 2.1908 0.0149
C 0.7597 -0.8370 0.0083
H -2.5412 0.0189 -0.8596
*
```

Values from the calculation:
**Molecular weight**: 127.10 u
**HOMO level**: -9.423 eV
**Frontier orbital gap**: 9.85 eV

***

w (0.0127 hartree below the next structure)